{
  "formula": "C18H42Cl2N3O10",
  "method": "the ωB97M-V functional and the def2-TZVPD basis",
  "symbols": ["N", "H", "H", "H", "H", "Cl", "O", "O", "O", "O", "Cl", "O", "O", "O", "O", "C", "C", "C", "C", "C", "C", "N", "O", "C", "C", "C", "H", "H", "H", "H", "H", "H", "H", "H", "H", "H", "H", "H", "H", "H", "H", "H", "H", "H", "H", "C", "C", "C", "C", "C", "C", "N", "O", "C", "C", "C", "H", "H", "H", "H", "H", "H", "H", "H", "H", "H", "H", "H", "H", "H", "H", "H", "H", "H", "H"],
  "positions_angstrom": [[1.20, -1.36, -0.88], [1.47, -2.08, -0.22], [1.23, -1.64, -1.85], [1.71, -0.51, -0.72], [0.22, -1.18, -0.74], [2.56, -3.06, -6.48], [2.12, -3.31, -7.80], [3.99, -3.05, -6.41], [1.96, -1.92, -5.87], [2.16, -4.20, -5.75], [2.97, -6.77, 0.06], [3.81, -7.35, -0.94], [3.53, -5.53, 0.48], [1.66, -6.54, -0.59], [2.78, -7.78, 1.08], [4.82, 4.14, 1.85], [3.28, 3.81, 1.65], [2.50, 5.04, 2.20], [2.40, 6.19, 1.21], [1.72, 5.66, -0.04], [2.44, 4.49, -0.77], [2.83, 3.48, 0.27], [3.51, 2.39, -0.25], [1.32, 3.84, -1.55], [3.53, 5.10, -1.65], [2.94, 2.61, 2.52], [5.40, 3.32, 1.42], [4.96, 4.29, 2.92], [5.09, 5.05, 1.32], [1.49, 4.80, 2.54], [3.04, 5.54, 3.01], [3.40, 6.59, 1.03], [1.75, 6.99, 1.57], [1.55, 6.46, -0.76], [0.74, 5.33, 0.31], [0.40, 3.66, -0.99], [1.07, 4.61, -2.29], [1.58, 2.95, -2.12], [3.28, 5.75, -2.48], [4.27, 5.72, -1.14], [4.18, 4.34, -2.08], [3.33, 1.60, 2.38], [1.87, 2.49, 2.32], [2.88, 2.77, 3.60], [4.22, 2.86, -0.69], [-3.31, -2.20, -1.92], [-3.93, -2.49, -0.59], [-4.08, -4.03, -0.41], [-4.47, -4.50, 1.02], [-3.63, -3.82, 2.11], [-3.53, -2.26, 1.95], [-3.17, -1.87, 0.55], [-2.94, -0.52, 0.41], [-4.87, -1.68, 2.48], [-2.46, -1.81, 3.02], [-5.37, -1.87, -0.89], [-3.37, -1.18, -2.28], [-2.33, -2.68, -1.87], [-3.86, -2.70, -2.72], [-4.70, -4.52, -1.16], [-3.11, -4.44, -0.69], [-5.52, -4.26, 1.20], [-4.49, -5.59, 1.01], [-2.64, -4.25, 2.00], [-4.07, -4.15, 3.05], [-4.96, -0.62, 2.26], [-5.00, -1.95, 3.53], [-5.78, -2.02, 1.97], [-1.52, -2.33, 2.85], [-2.85, -2.05, 4.01], [-2.18, -0.77, 2.85], [-5.13, -0.82, -1.07], [-6.04, -2.15, -1.70], [-6.00, -1.93, -0.01], [-3.83, -0.16, 0.40]],
  "mulliken_charge": [-0.362, 0.403, 0.410, 0.277, 0.254, 1.619, -0.648, -0.641, -0.661, -0.666, 1.594, -0.633, -0.647, -0.673, -0.637, -1.762, 1.398, -0.998, -0.720, -1.312, 1.433, 0.380, -0.394, -1.880, -1.637, -1.862, 0.418, 0.438, 0.353, 0.367, 0.367, 0.324, 0.375, 0.477, 0.386, 0.374, 0.413, 0.349, 0.410, 0.346, 0.458, 0.322, 0.485, 0.355, 0.342, -1.854, 1.320, -1.223, -0.738, -1.063, 1.259, 0.373, -0.346, -1.649, -1.782, -1.552, 0.323, 0.436, 0.398, 0.413, 0.463, 0.308, 0.451, 0.391, 0.398, 0.333, 0.444, 0.321, 0.395, 0.373, 0.390, 0.455, 0.393, 0.256, 0.321],
  "relative_energy_ev": 5.138,
  "gap_ev": 5.97,
  "multiplicity": 1,
  "e_lumo_ha": 0.0199,
  "charge": -1,
  "largest_force_ev_per_a": 3.83,
  "energy_ha": -2547.39889
}

=====

{
  "formula": "C49H61N6O3SSi",
  "method": "the ωB97M-V functional and the def2-TZVPD basis",
  "symbols": ["C", "N", "C", "Si", "C", "C", "C", "C", "N", "N", "C", "O", "O", "C", "C", "N", "C", "C", "S", "C", "N", "N", "C", "O", "H", "H", "H", "H", "H", "H", "H", "H", "H", "H", "H", "H", "H", "H", "H", "H", "H", "H", "H", "H", "H", "H", "H", "H", "H", "C", "C", "C", "C", "C", "C", "H", "H", "H", "H", "H", "H", "C", "C", "C", "C", "C", "C", "H", "H", "H", "H", "H", "H", "C", "C", "C", "C", "C", "C", "H", "H", "H", "H", "H", "H", "C", "C", "C", "C", "C", "C", "H", "H", "H", "H", "H", "H", "C", "C", "C", "C", "C", "C", "H", "H", "H", "H", "H", "H", "C", "C", "C", "C", "C", "C", "H", "H", "H", "H", "H", "H"],
  "positions_angstrom": [[-1.38, -0.23, 3.11], [-1.42, -0.91, 1.78], [-0.33, -0.70, 0.78], [1.02, 0.65, 1.05], [2.34, 0.67, -0.36], [1.94, 0.35, 2.71], [0.16, 2.36, 0.96], [0.14, -2.14, 0.22], [1.58, -2.41, 0.15], [-0.39, -2.49, -1.18], [-0.54, -3.77, -1.12], [-0.71, -4.91, -1.01], [-0.68, -2.99, 1.09], [-1.80, -2.37, 1.80], [-1.73, -3.16, 3.18], [-2.94, -3.03, 4.01], [-3.05, -2.79, 0.88], [-4.40, -2.06, 1.42], [-5.30, -1.31, -0.01], [-4.98, 0.48, -0.09], [-5.32, 1.49, 0.77], [-4.86, 2.64, 0.21], [-4.28, 2.32, -0.98], [-4.30, 0.95, -1.23], [-1.41, 0.89, 3.05], [-0.54, -0.61, 3.78], [-2.33, -0.53, 3.66], [-2.23, -0.47, 1.31], [-0.90, -0.29, -0.13], [1.87, 0.70, -1.39], [3.03, -0.21, -0.21], [2.96, 1.65, -0.25], [3.01, 0.70, 2.66], [1.87, -0.75, 2.95], [1.41, 0.95, 3.52], [-0.71, 2.48, 1.67], [-0.25, 2.56, -0.08], [0.89, 3.21, 1.18], [1.82, -2.30, -0.85], [1.81, -3.38, 0.37], [-0.77, -2.96, 3.75], [-1.66, -4.26, 2.88], [-2.76, -3.18, 5.00], [-3.72, -3.60, 3.67], [-3.18, -3.91, 0.98], [-2.88, -2.49, -0.20], [-4.04, -1.27, 2.15], [-5.04, -2.80, 2.00], [-3.82, 3.07, -1.69], [-2.41, -1.78, -6.56], [-2.27, -3.08, -7.02], [-1.94, -4.10, -6.13], [-1.77, -3.82, -4.78], [-1.91, -2.52, -4.32], [-2.23, -1.50, -5.21], [-2.67, -0.98, -7.25], [-2.41, -3.30, -8.07], [-1.82, -5.12, -6.49], [-1.51, -4.62, -4.09], [-1.78, -2.30, -3.26], [-2.34, -0.48, -4.85], [-7.91, -1.96, -3.54], [-8.57, -1.89, -4.77], [-7.83, -1.79, -5.95], [-6.44, -1.76, -5.90], [-5.79, -1.83, -4.67], [-6.52, -1.92, -3.50], [-8.48, -2.04, -2.63], [-9.65, -1.92, -4.81], [-8.34, -1.73, -6.90], [-5.87, -1.69, -6.82], [-4.71, -1.81, -4.63], [-6.00, -1.98, -2.55], [2.08, 8.32, 1.43], [3.28, 7.66, 1.66], [3.28, 6.37, 2.18], [2.07, 5.74, 2.46], [0.87, 6.40, 2.24], [0.87, 7.69, 1.72], [2.08, 9.33, 1.03], [4.22, 8.15, 1.43], [4.22, 5.86, 2.36], [2.07, 4.73, 2.87], [-0.07, 5.91, 2.46], [-0.06, 8.21, 1.55], [5.60, 3.61, -0.57], [4.32, 4.13, -0.42], [3.84, 5.06, -1.33], [4.63, 5.46, -2.40], [5.91, 4.93, -2.55], [6.40, 4.01, -1.63], [5.98, 2.89, 0.15], [3.70, 3.81, 0.42], [2.84, 5.47, -1.21], [4.25, 6.18, -3.12], [6.52, 5.24, -3.39], [7.40, 3.61, -1.75], [-3.34, -6.31, 4.94], [-3.40, -7.10, 3.80], [-3.87, -8.40, 3.88], [-4.30, -8.91, 5.10], [-4.25, -8.12, 6.24], [-3.77, -6.82, 6.16], [-2.97, -5.29, 4.88], [-3.06, -6.70, 2.85], [-3.90, -9.02, 2.99], [-4.68, -9.93, 5.16], [-4.59, -8.52, 7.19], [-3.73, -6.20, 7.05], [10.80, 5.35, -0.43], [12.00, 4.68, -0.21], [11.99, 3.39, 0.31], [10.79, 2.76, 0.60], [9.59, 3.43, 0.37], [9.59, 4.72, -0.14], [10.80, 6.35, -0.83], [12.94, 5.17, -0.44], [12.93, 2.88, 0.49], [10.78, 1.76, 1.00], [8.65, 2.93, 0.59], [8.65, 5.24, -0.31]],
  "mulliken_charge": [-0.816, 0.759, -0.145, 0.253, -0.811, -1.008, -0.668, 0.896, -0.407, -0.697, 0.667, -0.441, -0.538, 0.408, -1.287, -0.450, -1.047, -0.441, -0.157, 0.489, -0.253, -0.395, 0.007, -0.087, 0.204, 0.321, 0.454, 0.306, -0.012, 0.375, 0.261, -0.043, 0.398, 0.333, 0.293, 0.268, 0.279, -0.034, 0.386, 0.331, 0.455, 0.327, 0.327, 0.188, 0.378, 0.367, 0.250, 0.410, 0.382, -0.224, -0.634, -0.465, -0.370, 0.233, -0.700, 0.418, 0.388, 0.383, 0.324, 0.318, 0.333, -0.405, -0.448, -0.447, -0.384, -0.179, -0.323, 0.377, 0.362, 0.369, 0.387, 0.290, 0.370, -0.433, -0.441, -0.472, -0.252, -0.510, -0.429, 0.394, 0.398, 0.414, 0.573, 0.391, 0.386, -0.458, -0.405, -0.638, -0.500, -0.607, -0.369, 0.339, 0.832, 0.396, 0.387, 0.400, 0.629, 0.245, -0.255, -0.502, -0.451, -0.362, -0.572, 0.070, 0.322, 0.370, 0.365, 0.367, 0.355, -0.463, -0.395, -0.343, -0.543, -0.108, -0.270, 0.368, 0.359, 0.362, 0.357, 0.256, 0.437],
  "relative_energy_ev": 2.068,
  "gap_ev": 7.93,
  "multiplicity": 1,
  "e_lumo_ha": -0.0970,
  "charge": 1,
  "largest_force_ev_per_a": 3.98,
  "energy_ha": -3145.31841
}

=====

{
  "formula": "C10H14Se",
  "method": "the ωB97M-V functional and the def2-TZVPD basis",
  "symbols": ["C", "C", "C", "C", "C", "C", "C", "C", "C", "C", "Se", "H", "H", "H", "H", "H", "H", "H", "H", "H", "H", "H", "H", "H", "H"],
  "positions_angstrom": [[3.94, -0.05, 0.26], [3.21, -0.39, 1.44], [3.28, 0.06, -0.94], [1.91, -0.89, 1.31], [1.91, -0.30, -1.04], [1.33, -0.73, 0.10], [-1.75, 0.60, -1.59], [-1.72, 1.06, 0.85], [-3.38, -0.66, 0.13], [-1.99, 0.03, -0.22], [-0.86, -1.67, 0.04], [4.99, 0.32, 0.24], [3.64, -0.32, 2.42], [3.71, 0.45, -1.91], [1.43, -1.13, 2.26], [1.42, -0.12, -1.87], [-1.50, -0.18, -2.24], [-2.47, 1.21, -1.97], [-0.84, 1.21, -1.59], [-1.61, 0.50, 1.72], [-0.81, 1.67, 0.64], [-2.59, 1.78, 1.04], [-3.57, -0.68, 1.24], [-4.13, 0.07, -0.19], [-3.54, -1.82, -0.11]],
  "mulliken_charge": [-0.442, -0.429, -0.263, -0.401, -0.594, 0.162, -1.646, -1.489, -1.204, 1.048, 0.041, 0.287, 0.368, 0.266, 0.298, 0.592, 0.449, 0.440, 0.324, 0.491, 0.335, 0.351, 0.389, 0.356, 0.271],
  "relative_energy_ev": 0.000,
  "gap_ev": [6.06, 6.65],
  "multiplicity": 3,
  "e_lumo_ha": [0.0246, -0.0788],
  "largest_force_ev_per_a": 5.04,
  "energy_ha": -2790.65996
}

=====

Copy entry 3 word for word.
{
  "formula": "C10H14Se",
  "method": "the ωB97M-V functional and the def2-TZVPD basis",
  "symbols": ["C", "C", "C", "C", "C", "C", "C", "C", "C", "C", "Se", "H", "H", "H", "H", "H", "H", "H", "H", "H", "H", "H", "H", "H", "H"],
  "positions_angstrom": [[3.94, -0.05, 0.26], [3.21, -0.39, 1.44], [3.28, 0.06, -0.94], [1.91, -0.89, 1.31], [1.91, -0.30, -1.04], [1.33, -0.73, 0.10], [-1.75, 0.60, -1.59], [-1.72, 1.06, 0.85], [-3.38, -0.66, 0.13], [-1.99, 0.03, -0.22], [-0.86, -1.67, 0.04], [4.99, 0.32, 0.24], [3.64, -0.32, 2.42], [3.71, 0.45, -1.91], [1.43, -1.13, 2.26], [1.42, -0.12, -1.87], [-1.50, -0.18, -2.24], [-2.47, 1.21, -1.97], [-0.84, 1.21, -1.59], [-1.61, 0.50, 1.72], [-0.81, 1.67, 0.64], [-2.59, 1.78, 1.04], [-3.57, -0.68, 1.24], [-4.13, 0.07, -0.19], [-3.54, -1.82, -0.11]],
  "mulliken_charge": [-0.442, -0.429, -0.263, -0.401, -0.594, 0.162, -1.646, -1.489, -1.204, 1.048, 0.041, 0.287, 0.368, 0.266, 0.298, 0.592, 0.449, 0.440, 0.324, 0.491, 0.335, 0.351, 0.389, 0.356, 0.271],
  "relative_energy_ev": 0.000,
  "gap_ev": [6.06, 6.65],
  "multiplicity": 3,
  "e_lumo_ha": [0.0246, -0.0788],
  "largest_force_ev_per_a": 5.04,
  "energy_ha": -2790.65996
}